Record 1
A structure of composition C45H43AsCrN4O4PS3. Source: the OMol25 dataset; level of theory: ωB97M-V/def2-TZVPD.

The charge is -2. The HOMO energy (alpha / beta) is 1.68 / -0.48 eV. Its multiplicity is 6. As for the HOMO-LUMO gap (alpha / beta): 0.0692 / 0.1483 hartree.

Each line ends with the Löwdin spin population.
Cartesian coordinates (Å):
Cr  1.52  -0.23  -0.05  3.643
O  -0.30  -0.93  0.35  0.032
N  -0.48  -2.14  0.81  0.005
C  -1.75  -2.47  1.10  0.004
C  -2.07  -3.70  1.62  0.001
C  -1.04  -4.62  1.84  0.005
C  0.25  -4.27  1.53  0.000
C  0.57  -3.01  0.99  0.010
S  2.16  -2.53  0.61  0.004
H  -2.46  -1.69  0.88  0.001
H  -3.10  -3.93  1.84  0.000
H  -1.25  -5.60  2.26  0.000
H  1.07  -4.95  1.69  0.000
O  1.12  1.78  -0.03  0.034
N  2.09  2.64  -0.23  0.005
C  1.72  3.90  -0.54  0.003
C  2.64  4.89  -0.74  0.002
C  4.00  4.57  -0.63  0.004
C  4.36  3.27  -0.34  0.001
C  3.40  2.27  -0.14  0.008
S  3.80  0.63  0.21  0.004
H  0.65  4.04  -0.61  0.000
H  2.31  5.88  -0.99  0.000
H  4.76  5.32  -0.78  0.000
H  5.39  2.98  -0.26  0.000
C  -3.99  0.86  -1.92  0.009
C  -4.89  1.59  -0.92  0.036
As  -6.74  1.87  -1.62  0.085
C  -7.12  3.44  -0.47  0.025
C  -6.56  3.63  0.80  0.002
C  -6.91  4.73  1.58  0.002
C  -7.82  5.66  1.11  -0.001
C  -8.39  5.48  -0.15  0.002
C  -8.04  4.38  -0.92  0.009
C  -6.42  2.78  -3.25  0.188
C  -6.96  2.29  -4.47  0.064
C  -6.72  2.91  -5.67  0.104
C  -5.89  4.08  -5.72  0.212
C  -5.34  4.56  -4.54  0.036
C  -5.58  3.95  -3.32  0.163
P  -2.30  0.53  -1.19  0.008
C  -1.26  0.25  -2.66  0.021
C  -1.69  -0.69  -3.57  0.001
C  -1.09  -0.87  -4.82  0.028
C  -0.13  0.08  -5.20  0.002
C  0.34  1.01  -4.32  0.021
C  0.06  0.91  -2.86  0.010
C  -1.88  2.28  -0.78  0.002
C  -1.64  2.63  0.55  0.001
C  -1.43  3.95  0.92  0.002
C  -1.45  4.95  -0.05  0.002
C  -1.67  4.61  -1.38  0.001
C  -1.88  3.29  -1.74  0.003
H  -3.91  1.40  -2.86  0.002
H  -4.44  -0.11  -2.13  0.003
H  -4.47  2.57  -0.66  0.001
H  -4.95  1.01  0.01  0.002
H  -5.84  2.92  1.18  0.000
H  -6.45  4.86  2.55  0.001
H  -8.08  6.53  1.71  0.000
H  -9.10  6.21  -0.53  0.000
H  -8.46  4.26  -1.91  0.006
H  -7.58  1.40  -4.44  -0.001
H  -7.15  2.50  -6.58  0.005
H  -5.68  4.56  -6.67  0.021
H  -4.70  5.44  -4.57  -0.004
H  -5.13  4.35  -2.41  0.014
H  -2.58  -1.27  -3.35  -0.001
H  -1.47  -1.60  -5.52  0.002
H  0.20  0.13  -6.24  -0.001
H  1.06  1.76  -4.64  0.002
H  0.12  1.86  -2.35  -0.001
H  -1.62  1.84  1.29  0.000
H  -1.24  4.21  1.95  0.000
H  -1.30  5.99  0.23  0.000
H  -1.69  5.39  -2.14  0.000
H  -2.05  3.03  -2.78  0.002
N  -0.93  1.00  3.47  0.015
C  0.06  0.02  3.45  0.034
S  1.54  0.34  2.81  -0.005
N  -0.44  -1.17  3.87  0.012
C  0.17  -2.40  4.18  0.001
C  -0.66  -3.37  4.75  0.002
C  -0.16  -4.62  5.08  0.000
C  1.17  -4.93  4.83  0.002
C  1.99  -3.96  4.25  0.000
C  1.50  -2.71  3.92  0.003
H  -0.58  1.88  3.13  0.000
H  -1.42  1.09  4.35  0.001
H  -1.44  -1.17  4.00  0.001
H  -1.70  -3.14  4.93  0.000
H  -0.82  -5.36  5.52  0.000
H  1.56  -5.90  5.07  0.000
H  3.02  -4.19  4.02  0.000
H  2.13  -1.98  3.43  0.000
C  3.57  -0.21  -3.13  0.000
O  2.51  0.64  -2.73  0.012
C  1.34  0.04  -2.29  0.009
O  1.33  -1.17  -2.06  0.054
H  4.51  0.26  -2.83  0.000
H  3.53  -0.32  -4.22  0.000
H  3.49  -1.19  -2.67  0.000

=====

Record 2
A structure of composition C45H43BN4P2PdS2Si. Source: the OMol25 dataset; level of theory: ωB97M-V/def2-TZVPD.

The HOMO energy is -6.24 eV. Its multiplicity is 1. As for the HOMO-LUMO gap: 0.2437 hartree.

Each line ends with the Löwdin charge.
Cartesian coordinates (Å):
Pd  0.12  0.47  0.62  0.118
C  3.52  0.29  0.56  -0.183
Si  1.97  -0.80  0.68  0.391
C  2.03  -1.67  2.35  -0.310
C  2.54  -2.94  2.65  -0.078
C  2.54  -3.41  3.95  -0.075
C  2.04  -2.62  4.98  -0.074
C  1.51  -1.37  4.70  -0.090
C  1.47  -0.92  3.39  -0.389
P  0.72  0.68  2.90  0.995
C  -0.95  0.67  3.64  -0.361
C  -1.54  -0.48  4.16  -0.089
C  -2.84  -0.46  4.62  -0.074
C  -3.58  0.72  4.58  -0.083
C  -3.01  1.87  4.06  -0.076
C  -1.71  1.84  3.59  -0.190
C  1.65  1.85  3.97  -0.312
C  1.04  2.70  4.88  -0.078
C  1.80  3.55  5.68  -0.079
C  3.18  3.55  5.59  -0.090
C  3.80  2.69  4.69  -0.079
C  3.05  1.85  3.89  -0.095
C  2.21  -1.81  -0.89  -0.295
C  3.16  -2.80  -1.11  -0.081
C  3.37  -3.33  -2.37  -0.078
C  2.66  -2.84  -3.46  -0.081
C  1.72  -1.83  -3.27  -0.089
C  1.48  -1.34  -1.99  -0.358
P  0.25  -0.01  -1.65  1.024
C  0.54  1.01  -3.14  -0.337
C  1.70  1.80  -3.08  -0.090
C  2.09  2.59  -4.14  -0.073
C  1.33  2.60  -5.31  -0.085
C  0.18  1.84  -5.38  -0.082
C  -0.22  1.06  -4.30  -0.103
C  -1.30  -1.00  -1.94  -0.309
C  -3.09  -1.92  -0.36  -0.120
C  -4.15  -2.61  -0.71  -0.073
C  -4.32  -3.38  -1.96  -0.077
C  -3.41  -3.60  -2.91  -0.047
C  -1.94  -3.25  -2.80  -0.245
H  4.43  -0.31  0.58  0.037
H  3.59  1.05  1.34  -0.007
H  3.50  0.83  -0.40  0.013
H  2.94  -3.56  1.86  0.093
H  2.93  -4.39  4.17  0.103
H  2.05  -2.98  6.00  0.103
H  1.11  -0.75  5.50  0.117
H  -0.99  -1.42  4.16  0.095
H  -3.29  -1.37  5.01  0.104
H  -4.60  0.73  4.94  0.101
H  -3.58  2.78  4.00  0.107
H  -1.29  2.74  3.15  0.064
H  -0.04  2.71  4.99  0.085
H  1.30  4.20  6.39  0.104
H  3.77  4.21  6.21  0.101
H  4.88  2.67  4.62  0.104
H  3.55  1.17  3.23  0.082
H  3.77  -3.16  -0.28  0.098
H  4.11  -4.10  -2.52  0.104
H  2.84  -3.23  -4.45  0.104
H  1.20  -1.42  -4.12  0.098
H  2.30  1.78  -2.17  0.095
H  2.99  3.18  -4.07  0.105
H  1.63  3.22  -6.15  0.103
H  -0.43  1.86  -6.28  0.108
H  -1.13  0.50  -4.39  0.088
H  -3.18  -1.27  0.51  0.088
H  -5.05  -2.48  -0.13  0.102
H  -5.32  -3.76  -2.15  0.097
H  -3.71  -4.19  -3.77  0.101
H  -1.38  -3.93  -3.45  0.145
C  -0.05  4.81  -1.11  -0.042
N  -0.99  3.94  -1.79  -0.117
C  -1.41  4.06  -3.10  -0.048
C  -2.27  3.04  -3.31  -0.078
N  -2.38  2.31  -2.15  -0.006
B  -3.37  1.17  -1.92  -0.412
N  -2.62  -0.25  -2.21  0.107
C  -2.80  -0.87  -3.28  -0.040
C  -1.63  -1.80  -3.24  -0.122
N  -1.47  -3.39  -1.45  -0.137
C  -0.26  -4.18  -1.30  -0.079
C  -1.62  -2.10  -0.79  -0.690
S  -0.71  -1.96  0.78  0.689
C  -1.61  2.89  -1.21  -0.727
S  -1.48  2.51  0.45  0.648
H  0.48  5.39  -1.86  0.089
H  0.65  4.20  -0.54  0.075
H  -0.57  5.48  -0.42  0.090
H  -1.04  4.83  -3.75  0.123
H  -2.82  2.77  -4.20  0.124
H  -3.80  1.18  -0.81  0.059
H  -4.22  1.19  -2.78  0.078
H  -3.71  -0.83  -3.88  0.149
H  -0.94  -1.74  -4.07  0.127
H  -0.49  -5.22  -1.55  0.091
H  0.07  -4.15  -0.27  0.044
H  0.57  -3.85  -1.94  0.063

=====

Record 3
A structure of composition C45H43Cl4CsN11O2. Source: the OMol25 dataset; level of theory: ωB97M-V/def2-TZVPD.

The charge is -1. The HOMO energy is -4.18 eV. Its multiplicity is 1. As for the HOMO-LUMO gap: 0.2283 hartree.

Each line ends with the Löwdin charge.
Cartesian coordinates (Å):
Cs  -0.81  0.82  0.52  0.856
C  -2.81  -3.82  3.76  -0.123
C  -1.54  -3.96  3.22  -0.083
C  -1.23  -3.41  1.99  -0.011
C  -2.18  -2.68  1.27  -0.339
C  -3.46  -2.55  1.82  -0.070
C  -3.77  -3.11  3.05  -0.126
N  -1.83  -2.05  0.07  0.003
C  -2.04  -2.67  -1.06  -0.260
C  -2.61  -4.01  -1.14  -0.025
C  -2.86  -4.62  -2.33  -0.106
C  -2.57  -3.99  -3.57  -0.126
C  -2.01  -2.75  -3.55  -0.057
C  -1.72  -2.07  -2.34  -0.237
N  -1.08  -0.86  -2.33  0.021
N  -0.93  -0.28  -3.45  0.032
C  -0.16  0.90  -3.36  -0.345
C  -0.35  1.84  -4.39  -0.027
C  0.39  3.00  -4.36  -0.083
C  1.30  3.20  -3.33  -0.076
C  1.43  2.21  -2.38  -0.147
N  0.72  1.08  -2.38  0.062
H  -3.05  -4.25  4.73  0.090
H  -0.78  -4.51  3.76  0.096
H  -0.25  -3.53  1.56  0.088
H  -4.20  -1.99  1.26  0.106
H  -4.77  -2.99  3.45  0.094
H  -2.84  -4.52  -0.22  0.103
H  -3.29  -5.61  -2.33  0.094
H  -2.78  -4.50  -4.50  0.083
H  -1.76  -2.24  -4.48  0.092
H  -1.07  1.63  -5.16  0.103
H  0.25  3.75  -5.13  0.101
H  1.91  4.10  -3.27  0.097
H  2.14  2.31  -1.56  0.084
N  1.91  -1.20  -0.59  0.132
C  1.82  -2.49  -0.16  -0.262
C  1.41  -3.53  -0.98  -0.032
C  1.41  -4.86  -0.53  -0.088
C  1.81  -5.19  0.73  -0.076
C  2.18  -4.16  1.62  -0.194
C  2.50  -4.39  2.98  -0.032
C  2.75  -3.34  3.81  -0.061
C  2.68  -2.03  3.28  -0.141
N  2.42  -1.77  2.03  0.136
C  2.17  -2.81  1.19  -0.182
H  1.33  -0.91  -1.36  0.040
H  2.05  -0.49  0.12  0.004
H  1.08  -3.30  -1.99  0.111
H  1.08  -5.63  -1.22  0.102
H  1.81  -6.22  1.07  0.100
H  2.53  -5.41  3.35  0.111
H  2.97  -3.49  4.86  0.096
H  2.84  -1.18  3.93  0.085
Cl  -3.59  -0.23  5.34  0.621
C  -2.72  0.93  4.31  -1.586
Cl  -2.87  2.55  4.98  0.650
Cl  -3.37  0.86  2.67  0.572
C  -1.31  0.53  4.29  -0.408
N  -0.22  0.18  4.32  0.226
C  4.49  2.71  6.44  -0.055
C  3.80  2.70  5.07  -0.490
C  4.30  1.45  4.33  -0.036
C  2.29  2.57  5.32  -0.029
C  4.15  4.01  4.28  -0.415
O  5.55  4.03  3.98  -0.012
C  3.80  5.27  5.11  -0.110
C  4.30  6.62  4.56  -0.129
C  3.50  7.27  3.45  -0.240
C  2.12  7.33  3.48  -0.034
C  1.41  7.93  2.45  -0.089
C  2.10  8.49  1.39  -0.670
Cl  1.21  9.26  0.09  0.636
C  3.48  8.45  1.34  -0.110
C  4.17  7.83  2.37  -0.045
C  3.45  4.20  2.92  -0.030
N  3.39  3.09  1.99  -0.100
C  2.32  2.34  1.69  -0.171
N  2.63  1.45  0.77  0.059
C  3.95  1.70  0.55  -0.214
N  4.45  2.69  1.25  0.126
H  4.29  1.75  6.93  0.086
H  4.13  3.49  7.10  0.075
H  5.58  2.79  6.37  0.085
H  4.35  0.62  5.04  0.079
H  5.30  1.59  3.92  0.087
H  3.64  1.13  3.53  0.063
H  2.09  1.61  5.81  0.086
H  1.70  2.59  4.41  0.057
H  1.92  3.36  5.98  0.088
H  6.03  3.86  4.80  0.084
H  4.26  5.15  6.09  0.104
H  2.72  5.30  5.28  0.113
H  5.33  6.50  4.24  0.110
H  4.32  7.32  5.41  0.120
H  1.56  6.87  4.28  0.107
H  0.32  7.94  2.46  0.110
H  4.00  8.88  0.49  0.101
H  5.25  7.77  2.32  0.115
H  3.97  5.00  2.41  0.133
H  2.41  4.51  3.08  0.118
H  1.35  2.49  2.13  0.071
H  4.54  1.14  -0.16  0.110
O  0.07  4.75  3.65  -0.049
C  -0.43  3.88  2.98  -0.654
N  -0.90  3.01  2.32  -0.128

=====

Record 4
A structure of composition C45H43ClF3I2N5O4SW. Source: the OMol25 dataset; level of theory: ωB97M-V/def2-TZVPD.

The HOMO energy (alpha / beta) is -6.64 / -7.70 eV. Its multiplicity is 3. As for the HOMO-LUMO gap (alpha / beta): 0.2380 / 0.2744 hartree.

Each line ends with the Löwdin spin population.
Cartesian coordinates (Å):
W  0.66  0.10  -0.54  1.676
I  2.10  5.37  0.24  -0.001
C  2.88  4.07  -2.39  0.000
C  3.90  3.25  -3.17  0.000
C  3.86  1.93  -3.30  0.000
I  5.33  0.91  -4.38  0.000
C  2.72  1.09  -2.83  0.004
O  2.24  0.27  -3.58  0.009
C  2.40  2.44  -0.52  0.008
C  2.58  2.11  0.96  0.004
N  2.16  0.73  1.24  0.023
C  1.97  0.51  2.67  0.004
C  1.74  -0.95  2.95  0.002
C  1.46  -1.40  4.24  0.000
C  1.28  -2.76  4.43  0.001
C  1.39  -3.61  3.34  0.000
C  1.68  -3.07  2.10  0.001
N  1.86  -1.76  1.91  0.012
C  3.03  3.75  -0.91  0.002
H  4.71  3.81  -3.61  0.000
H  1.96  2.78  1.56  0.001
H  3.62  2.28  1.28  0.000
H  2.91  0.11  0.93  0.006
H  1.12  1.12  3.01  0.000
H  2.83  0.87  3.24  0.000
H  1.38  -0.70  5.06  0.000
H  1.05  -3.14  5.42  0.000
H  1.24  -4.68  3.45  0.000
H  1.76  -3.69  1.22  0.000
H  4.07  3.81  -0.60  0.000
C  3.70  -1.56  -0.64  0.008
C  2.64  -2.21  -1.47  0.023
C  2.96  -3.47  -2.03  -0.003
C  2.06  -4.13  -2.79  0.014
C  0.82  -3.52  -3.07  -0.001
C  -0.14  -4.16  -3.88  0.019
C  -1.33  -3.54  -4.15  0.000
C  -1.58  -2.26  -3.64  0.024
C  -0.66  -1.61  -2.84  0.013
S  -0.95  0.03  -2.32  0.055
C  0.56  -2.25  -2.52  0.003
N  1.47  -1.63  -1.67  0.005
H  4.66  -2.05  -0.81  0.000
H  3.45  -1.67  0.41  0.001
H  3.80  -0.51  -0.90  0.002
H  3.94  -3.90  -1.82  0.000
H  2.28  -5.11  -3.20  0.001
H  0.08  -5.14  -4.28  0.001
H  -2.07  -4.02  -4.77  -0.001
H  -2.50  -1.75  -3.87  0.001
C  -2.75  -5.62  3.36  0.000
C  -2.55  -4.17  3.69  0.000
C  -2.43  -3.73  5.00  0.000
C  -2.24  -2.39  5.28  0.000
Cl  -2.05  -1.87  6.94  0.000
C  -2.19  -1.46  4.27  0.000
C  -2.31  -1.87  2.94  0.000
C  -2.51  -3.22  2.66  0.000
O  -2.69  -3.72  1.42  0.001
C  -2.37  -2.89  0.31  0.001
C  -0.86  -2.63  0.22  0.008
O  -0.09  -3.56  0.04  0.014
O  -0.53  -1.39  0.36  0.030
H  -2.60  -6.24  4.24  0.000
H  -2.05  -5.92  2.58  0.000
H  -3.75  -5.80  2.97  0.000
H  -2.46  -4.45  5.81  0.000
H  -2.03  -0.41  4.50  0.000
H  -2.26  -1.14  2.14  0.000
H  -2.93  -1.95  0.34  0.000
H  -2.66  -3.46  -0.57  0.000
C  -4.38  1.87  0.77  0.000
C  -2.97  2.12  1.30  0.000
C  -2.51  3.53  0.90  0.000
C  -2.94  1.97  2.81  0.000
N  -2.15  1.04  0.72  0.005
N  -0.74  1.17  0.94  0.010
H  -5.09  2.55  1.24  0.000
H  -4.69  0.85  0.99  0.000
H  -4.42  2.03  -0.31  0.000
H  -3.27  4.26  1.21  0.000
H  -2.38  3.63  -0.18  0.000
H  -1.58  3.83  1.39  0.000
H  -3.62  2.69  3.28  0.000
H  -1.95  2.15  3.22  0.000
H  -3.26  0.97  3.10  0.000
H  -2.28  0.97  -0.29  0.001
H  -0.55  0.76  1.85  0.003
H  -0.46  2.15  0.95  0.001
F  0.05  6.17  -6.02  0.000
C  -0.91  5.76  -5.17  0.000
F  -1.89  5.21  -5.92  0.000
F  -1.44  6.87  -4.61  0.000
C  -0.39  4.81  -4.13  0.002
C  0.95  4.79  -3.80  0.000
C  1.42  3.95  -2.81  0.001
C  0.54  3.08  -2.15  0.000
C  -0.81  3.14  -2.47  0.002
C  -1.28  3.99  -3.45  0.000
C  1.05  2.13  -1.12  -0.001
C  2.24  1.27  -1.45  0.005
H  1.64  5.46  -4.31  0.000
H  3.15  5.11  -2.54  0.000
H  -1.51  2.50  -1.95  0.000
H  -2.34  4.01  -3.69  0.000